No. 1
ORCA calculation (wB97M-V/def2-TZVPD) on a molecular structure, C63H70BiCl2N5O4STe.

The lowest unoccupied orbital energy comes out at -0.276 eV. The maximum force is 0.95 eV/A. For the total energy, the calculation gives -4818.6358 a.u.

```
! wB97M-V def2-TZVPD RIJCOSX def2/J DEFGRID3
* xyz 0 1
Bi 0.61482 0.08507 -0.58078
Te -1.11857 -1.35857 1.76232
Cl 1.23604 -5.62678 1.94414
Cl 6.00240 -3.83603 3.67449
S 2.43340 4.96137 -1.04818
O -2.62404 -0.00885 1.50720
O 0.99409 -0.09899 3.00941
O 0.38417 -2.89680 2.24626
O 0.63034 0.28350 -2.67380
N 0.35311 -2.15462 -1.03247
N -1.29613 0.98611 -0.87889
N 1.42154 2.63153 -0.91741
N 1.67387 3.00776 0.38411
N 1.56985 3.42934 -3.11732
C -1.82935 1.71113 -4.96223
C 3.52286 -4.55978 2.83787
C -4.79523 0.81556 3.30903
C -1.79278 3.21673 -0.08994
C -2.81172 2.16293 -4.08481
C -4.40525 2.51893 -6.02166
C 2.72296 -2.24872 -0.49745
C -3.33845 -2.33989 5.40095
C -5.24648 2.73430 -3.69616
C 2.18209 4.17848 0.50109
C -2.36164 -2.55019 6.36606
C -2.82719 -4.24794 -2.90191
C 0.31882 0.47242 -5.56783
C -0.71564 -2.82801 -1.68510
C -2.46800 -2.89873 1.20057
C 4.33804 -3.51554 3.28151
C -3.67047 4.43865 -4.61352
C -0.89588 6.11866 0.56545
C -2.62845 1.93487 -2.72749
C -1.80218 -2.16571 -2.24825
C 2.52454 4.83656 1.80228
C -1.02692 -2.34449 6.04979
C -2.38515 4.12920 0.75983
C -3.17935 -5.16891 1.43042
C -3.68194 1.85320 3.54264
C 1.62042 -3.02092 2.59713
C 2.07401 4.00280 2.99831
C -2.34087 5.62436 0.44591
C 2.00733 -3.20567 -2.56742
C -0.66264 -1.94691 4.76920
C -2.83371 5.85970 -0.98926
C -3.03275 2.26980 2.21353
C -0.73258 -4.23005 -1.70519
C -2.45827 1.34510 1.30512
C -2.97913 -1.95761 4.11747
C 4.04400 -2.55913 -0.80260
C 4.35777 -3.20565 -1.98416
C -1.64037 -1.77119 3.80381
C 0.35904 -1.05420 -5.39114
C -0.12035 0.76475 -7.00548
C -0.66880 1.05902 -4.54246
C -2.57285 1.34881 4.47775
C -4.41560 -4.83228 0.89130
C -1.76522 -4.92536 -2.30964
C 2.09283 -0.59333 3.19939
C -1.48170 1.30677 -2.24785
C 3.32287 -3.52180 -2.86073
C 2.47974 -1.98794 3.06947
C 2.21473 -4.31702 2.51671
C -4.02471 2.94275 -4.59885
C -4.66258 -3.53016 0.48518
C -2.19860 -4.20317 1.59107
C -3.68429 -2.55364 0.63001
C -3.21676 6.44427 1.39527
C -4.34737 3.02457 4.27363
C 3.82292 -2.25872 3.39383
C 1.73475 1.04791 -5.39838
C -1.85274 1.83884 0.12643
C -2.84062 -2.86513 -2.85332
C 1.74370 3.54819 -1.78980
C -0.48567 0.88897 -3.15879
C -3.00309 3.62287 1.89520
C 1.66485 -2.56292 -1.36332
H -5.15073 3.47265 3.68343
H 2.05342 5.82234 1.83023
H -1.89873 0.66474 3.98377
H 2.57239 3.03314 3.00688
H -3.63416 -4.79497 -3.37425
H -5.48315 1.67130 -3.59903
H 2.51112 -1.77824 0.44911
H -2.16637 5.39433 -1.71800
H 0.37623 -1.77373 4.54004
H -1.85021 -1.09290 -2.22563
H -4.54238 1.43661 -6.08872
H -2.63879 -2.87809 7.36107
H -1.24527 -4.45787 2.03024
H -3.63058 3.80368 4.54268
H -4.78460 2.64507 5.20005
H -1.28258 3.54838 -0.98692
H 2.13246 0.85518 -4.40363
H -3.47204 4.31496 2.57548
H 2.30912 4.52475 3.92580
H -0.23914 5.55678 -0.10079
H -2.87837 6.93033 -1.20952
H -1.74574 -6.00955 -2.30822
H 3.92285 -5.56049 2.73943
H -5.09008 3.14337 -2.69566
H 4.82377 -2.30492 -0.09222
H -0.25991 -2.49693 6.80009
H 0.73137 -1.31971 -4.40349
H 2.40592 0.58755 -6.12929
H 4.45115 -1.44485 3.73875
H -2.97732 -6.18803 1.73552
H -4.45469 -0.02555 2.71362
H -1.08742 0.30979 -7.23312
H -4.51068 5.03249 -4.98898
H 0.61768 0.34018 -7.68992
H -5.16985 0.44240 4.26734
H -0.53334 5.99292 1.59110
H -1.97265 1.86072 -6.02189
H -4.26054 6.12186 1.35284
H -3.17629 7.49637 1.10367
H -3.66503 -2.30867 -3.28799
H 3.54413 -4.01549 -3.80017
H -3.87213 -1.53511 0.31729
H -6.11309 3.24206 -4.12510
H 1.23447 -3.44778 -3.28289
H -3.38385 2.22540 -2.00917
H 1.01589 -1.50259 -6.14453
H -3.65267 2.81690 -6.75406
H 1.73522 2.12907 -5.58165
H 5.38286 -3.46281 -2.22248
H -5.18237 -5.58897 0.78154
H -5.62767 1.28790 2.77904
H -3.42857 4.78418 -3.60699
H 1.09001 2.61515 -3.47557
H -0.82613 7.17864 0.30045
H 3.60394 5.00750 1.83811
H -0.64059 -1.47967 -5.50518
H 1.00036 3.81531 2.95709
H 0.08087 -4.77118 -1.23446
H -5.34305 3.00139 -6.30654
H -0.18180 1.83871 -7.20362
H -5.61911 -3.26416 0.05277
H -2.99167 0.84056 5.35222
H -2.87296 6.37386 2.43058
H -3.83343 5.43747 -1.12713
H -2.80415 4.62026 -5.25507
H 1.80454 4.17767 -3.73947
H 2.92572 0.07961 3.47690
H -3.74807 -1.80512 3.37481
H -4.38545 -2.47852 5.64003
H -1.97495 2.19734 4.82348
*
```

=====

No. 2
ORCA calculation (wB97M-V/def2-TZVPD) on 14 unconnected molecules or ions with the total composition C63H70N14 at a distorted geometry.

The lowest unoccupied orbital energy comes out at 0.124 eV. The maximum force is 3.00 eV/A. For the total energy, the calculation gives -3209.0769 a.u.

```
! wB97M-V def2-TZVPD RIJCOSX def2/J DEFGRID3
* xyz 0 1
N 18.52086 16.84938 5.26890
N 15.55394 17.57114 1.66684
N 15.46064 15.43990 -3.47095
N 17.32941 14.88502 0.13179
N 18.55040 14.93841 -5.62052
N 13.88954 21.69534 2.24335
N 19.73310 17.30891 -6.87302
N 20.01972 23.34917 0.13283
N 11.81357 20.22542 -1.31266
N 22.04160 13.70421 -4.37368
N 15.49389 24.01886 -4.25744
N 23.99462 19.08865 -3.47443
N 17.89408 18.65077 -0.60959
N 22.49432 17.27644 -0.19544
C 20.17481 21.15744 -0.82186
C 22.66594 19.83117 -5.16353
C 19.78896 18.64911 -6.83242
C 15.32299 21.60991 0.31831
C 17.17305 18.83730 -1.75448
C 23.44998 16.69506 1.95636
C 14.01116 16.11321 2.34805
C 20.78098 18.83090 -9.00473
C 17.98311 14.61354 -1.03718
C 16.83832 22.21900 -3.42530
C 19.01586 17.72486 3.07633
C 15.12739 16.41603 -4.35113
C 22.46389 17.34783 1.16424
C 19.17698 16.40958 2.62274
C 17.62171 18.34499 -2.96216
C 16.87316 21.68395 -4.71976
C 22.38588 14.18131 -5.63023
C 13.42429 20.52050 -2.82981
C 19.54635 17.46093 -1.87821
C 19.05545 15.32587 3.46133
C 18.82368 17.67643 -3.05767
C 23.52429 16.59927 -0.77593
C 16.29086 21.32091 2.51666
C 12.48336 21.57888 -2.95382
C 18.70009 17.93744 4.44051
C 16.30146 22.34487 -5.77151
C 16.42754 21.35415 1.10319
C 22.74078 19.26441 -2.97308
C 24.53422 16.18375 1.35152
C 22.42672 15.93162 -4.27141
C 17.30676 13.74640 0.88743
C 17.63225 14.29275 -6.36101
C 13.69962 16.33396 -2.59837
C 14.06231 21.75706 0.88851
C 24.57175 16.11016 -0.05698
C 20.28332 19.42337 -7.83913
C 11.53568 21.40309 -1.95579
C 20.18269 16.68870 -8.06713
C 21.19590 20.83368 0.06265
C 19.63426 22.44805 -0.82346
C 14.54350 15.27360 -2.46556
C 14.14983 15.95494 0.98040
C 17.91642 13.16872 -4.40768
C 14.88411 17.07817 2.72477
C 21.00325 22.99147 1.03486
C 23.92144 19.37053 -4.81516
C 17.17123 13.19830 -5.66368
C 14.99476 21.45002 3.03198
C 20.74783 17.42002 -9.14023
C 18.43747 13.26966 -0.93269
C 21.92629 19.74300 -3.99434
C 18.75501 14.28832 -4.42115
C 15.00682 16.95024 0.58008
C 22.11765 14.78382 -3.52250
C 16.07448 23.36301 -3.27073
C 14.05853 17.05162 -3.78688
C 22.66624 15.51429 -5.61317
C 12.97650 19.68299 -1.78326
C 15.55567 23.47967 -5.53126
C 18.69449 15.58578 4.78086
C 21.61003 21.73054 1.00903
C 19.09418 18.06339 -0.68959
C 17.92079 12.69196 0.21591
H 16.03202 23.86475 -2.31529
H 22.58131 16.94195 -3.92249
H 15.78234 16.75033 -5.14213
H 21.25750 17.00253 -9.99600
H 16.19110 14.77043 -3.66676
H 11.24466 19.89283 -0.54727
H 23.55133 16.65319 -1.85424
H 18.52679 14.83789 5.54175
H 13.29630 18.70543 -1.45389
H 24.78874 19.20859 -5.43804
H 21.95282 14.56634 -2.47754
H 23.40910 16.72310 3.03523
H 22.53573 13.54096 -6.48689
H 19.33071 16.30435 1.55893
H 13.49210 15.51453 3.08192
H 24.80764 18.69665 -3.02120
H 22.40615 21.42739 1.67288
H 19.69140 17.90739 0.19663
H 13.33486 22.12593 0.18058
H 25.45411 15.67234 -0.49988
H 21.31915 19.36042 -9.77698
H 12.59818 22.46726 -3.55713
H 14.58430 14.36223 -1.88752
H 12.85702 16.52883 -1.95150
H 19.63891 19.08095 -5.85394
H 15.42579 17.08246 -0.40652
H 13.56854 17.94822 -4.13678
H 22.37160 20.14161 -6.15519
H 17.41715 20.78633 -4.97425
H 17.35310 21.10657 0.60476
H 18.52321 18.89547 4.90666
H 21.26873 23.83845 1.65011
H 19.06505 22.75986 -1.68671
H 19.86204 20.40553 -1.53124
H 25.29202 15.77373 2.00269
H 16.46934 22.00982 -6.78440
H 14.74376 21.45743 4.08239
H 19.19607 14.30928 3.12491
H 13.76923 15.15896 0.35752
H 17.77418 12.42564 -3.63696
H 16.42516 12.47482 -5.95755
H 14.35670 20.46313 -3.37176
H 19.06982 15.76698 -5.87305
H 19.01943 12.72784 -1.66355
H 22.51496 18.91038 -1.97805
H 18.11606 15.37595 -1.79048
H 17.41111 21.78094 -2.62130
H 18.05485 11.65501 0.48641
H 15.37631 21.70323 -0.75632
H 17.51802 14.69572 -7.35648
H 19.11644 17.39437 -4.05824
H 15.05651 23.94993 -6.36558
H 20.29957 15.62283 -7.93807
H 21.61251 19.83954 0.12986
H 10.68868 22.01519 -1.68323
H 20.32223 20.49774 -7.73620
H 16.98978 18.52194 -3.81992
H 16.82574 15.71878 0.39877
H 22.96913 16.16255 -6.42211
H 19.39510 14.66522 -3.63715
H 17.12527 21.31824 3.20234
H 16.32605 18.22133 1.70131
H 16.77502 13.80104 1.82588
H 20.51003 16.97403 -1.90353
H 21.68975 17.90131 1.67488
H 15.04928 17.53080 3.69133
H 19.11001 18.54352 2.37822
H 16.23366 19.35644 -1.63434
H 21.77042 12.74935 -4.18712
H 20.86177 19.87671 -3.87064
*
```

=====

No. 3
ORCA calculation (wB97M-V/def2-TZVPD) on a molecular structure, C63H76N11O6P2S4SiSr at a distorted geometry.

The lowest unoccupied orbital energy comes out at 1.271 eV. The maximum force is 4.73 eV/A. For the total energy, the calculation gives -6095.9063 a.u.

```
! wB97M-V def2-TZVPD RIJCOSX def2/J DEFGRID3
* xyz -1 1
Sr 0.89663 -1.16017 0.22880
S -2.51391 -6.54011 8.42329
S 0.75247 -2.97059 -2.01309
S 3.73220 -4.15926 0.93211
S 6.02496 1.42034 3.01799
P 1.60126 1.65498 -1.13913
P -2.26211 1.55764 -0.84434
Si -0.01478 1.45815 1.64010
O 0.81157 -4.39263 -1.78862
O -3.30128 -5.99778 7.33343
O -0.38496 -2.33388 -1.32774
O 4.04821 -1.87569 -2.84478
O -2.15736 -7.94165 8.28361
O -2.94817 -6.14159 9.75077
N 2.10405 -2.16818 -1.63148
N -5.25789 -1.73580 2.24733
N -0.71730 -4.84699 7.28738
N 0.02245 -6.03785 9.18952
N 0.81936 -1.54002 3.87965
N 3.91221 2.95067 2.24439
N -4.36471 -3.82391 1.81183
N 1.08829 -3.54788 1.26218
N -1.83632 -2.66135 1.51675
N 3.85405 0.63448 1.90237
N 2.75999 -1.89176 1.60174
C 1.89554 -1.96934 4.53383
C 0.61053 -3.28778 6.06366
C 5.55502 0.40512 -0.78998
C 1.91043 2.71008 -5.28767
C 5.86119 -0.25975 2.65135
C -2.02520 -3.98477 1.41163
C -2.39393 -0.28560 -2.89874
C 6.35158 1.72068 -0.93751
C 0.46459 -4.24016 7.19574
C -3.27899 -4.54456 1.54147
C 2.36888 2.61705 -3.83201
C 4.12634 -1.75663 1.59927
C -2.66601 4.17493 -1.51470
C -2.88640 1.64714 0.88175
C 2.41106 -2.21060 -5.37846
C 1.66865 1.33199 -5.89359
C -2.44578 1.48587 3.23276
C 4.12787 0.51522 -1.32298
C 2.86058 -2.11456 -2.81916
C 4.65931 -0.47131 2.05995
C 1.44503 -2.42545 -6.35273
C 0.61662 1.82124 3.41481
C -0.06392 4.33955 1.41906
C -5.16749 3.75346 -3.11957
C 1.35369 1.85230 -2.97984
C -0.24325 -2.90817 -4.68215
C 0.36535 3.15395 0.81220
C 0.69896 5.65057 -0.43832
C 0.10736 5.57766 0.81830
C 4.22594 3.05740 -1.08892
C 0.13405 -2.75577 -6.01072
C 4.44297 1.69514 2.35673
C 0.99536 3.24834 -0.43284
C -4.44511 -1.92225 -1.98356
C 0.67899 0.54568 -5.04197
C -3.80537 1.49580 3.50776
C 4.81926 -2.87533 1.26345
C -3.57012 5.32129 -1.97784
C -4.21839 -0.65212 -1.17014
C -2.90968 -1.93622 1.73990
C 1.47715 -4.49224 8.10700
C -4.76069 2.88122 -1.92260
C 1.13106 4.48852 -1.05696
C -4.25154 1.66071 1.16899
C 5.57840 2.76499 -1.73678
C 1.18710 -5.42330 9.09536
C 1.15196 0.46202 -3.59474
C -0.35990 -1.95723 4.33354
C -4.42827 -1.61627 -3.49365
C 0.73960 -2.68337 -3.73951
C -3.61989 -0.34965 -3.80136
C -4.71857 1.60369 2.47331
C 2.02865 -2.33525 -4.05386
C 3.42599 1.76889 -0.78890
C 2.42067 -3.11067 1.26217
C 1.84634 -2.82844 5.61843
C -4.23699 4.96606 -3.29988
C -0.52027 -2.82824 5.39967
C -1.93576 1.59319 1.93244
C -4.17692 -2.51830 1.94132
C -2.79563 -0.12901 -1.41663
C -3.23448 2.78296 -1.86067
C -0.89514 -5.71157 8.27379
H -1.76035 1.41383 4.06661
H -1.68501 4.27455 -1.97521
H 2.10261 -0.08377 -3.55434
H -3.65624 -2.63912 -1.73304
H -1.49903 -3.16747 5.70901
H 6.56647 2.13671 0.05108
H -4.23334 0.54097 -3.63893
H 3.56794 -0.37563 -1.01953
H -4.79441 5.81521 -3.70072
H 2.85251 -1.61478 4.16672
H -2.98039 6.23660 -2.06643
H 4.39949 3.58500 -0.14501
H 5.43827 2.41400 -2.76351
H -5.15392 3.14027 -4.02558
H 2.93685 2.97148 1.97602
H -0.59922 -2.90120 -6.79322
H -5.07228 -0.83036 2.65020
H 5.50203 0.12358 0.26831
H -2.79686 -0.86013 1.83444
H -2.49841 4.25189 -0.43681
H 2.64392 3.26930 -5.87414
H -0.23705 6.47623 1.31460
H 4.12824 0.51030 -2.41697
H 0.36239 -3.15324 0.65813
H -5.78274 1.63229 2.67353
H 2.43423 -3.99241 8.07306
H -2.13556 -0.77583 -0.82565
H 3.66881 3.75136 -1.70797
H 1.55562 4.56328 -2.05034
H -5.38674 -2.39459 -1.69708
H 1.31226 1.42003 -6.92297
H -1.25024 -3.18753 -4.40393
H 6.06328 -0.41727 -1.29768
H -5.13143 3.32311 -0.99573
H -1.16681 -4.62110 1.25704
H -6.20051 4.08661 -2.98967
H -3.32710 -0.32963 -4.85464
H -1.73147 0.52544 -3.20124
H -5.44833 -1.50937 -3.87087
H -3.98906 -2.45974 -4.03502
H -6.04627 -2.23711 2.62556
H -0.29483 1.04489 -5.07037
H 0.52876 -0.45476 -5.44659
H -4.14559 1.43138 4.53420
H 1.70842 1.87117 3.42283
H -4.96761 1.68538 0.36257
H -2.89347 2.53381 -2.87767
H 6.15405 3.69138 -1.81024
H 0.81632 6.60288 -0.93991
H 0.37145 1.00143 4.08964
H 5.88518 -3.00050 1.19793
H 7.31979 1.52958 -1.40489
H -3.45906 4.73661 -4.03474
H 1.93303 -5.67965 9.84244
H -5.24164 1.91008 -2.01796
H 6.61266 -0.98211 2.91354
H 0.38525 2.37430 -3.03665
H 3.43010 -1.94681 -5.62760
H 4.16197 3.63070 2.94374
H -0.57107 4.29193 2.37650
H -1.81890 -1.20595 -3.02728
H 1.70781 -2.32578 -7.39759
H -4.36029 -0.84431 -0.10644
H 0.97674 3.28381 -5.32319
H -3.40866 -5.61532 1.44627
H 2.61903 0.78523 -5.93358
H -4.33999 5.52703 -1.22835
H 0.44262 -0.11538 -2.99241
H 1.04506 -4.54892 1.10861
H -4.97839 0.08143 -1.43794
H 2.76955 -3.15109 6.08047
H 2.55261 3.62493 -3.45662
H 3.40669 1.64062 0.30160
H 3.33052 2.09725 -3.78967
H -1.23130 -1.58376 3.80992
H 0.22371 2.74878 3.84659
*
```

=====

Values for relative energy (zero: lowest compared OMol25 entry of this formula, charge and spin), eV, ordered as above
0.0000; 2.0868; 1.2199